ORCA calculation (ωB97M-V with the def2-TZVPD basis set) on a cluster of 6 separate species, C45H58F6N4O2PS2 in total.

F_max ... 0.17867 hartree/bohr
Energy ... -104909.7574 eV
Gap between HOMO and LUMO ... 6.39 eV
HOMO energy ... -10.57 eV
Spin multiplicity ... 1
Charge ... +1
M ... 896.08 g/mol

Cartesian coordinates (Å):
S 2.532 -3.172 0.559
S -2.697 -2.348 -2.395
P -1.686 -1.035 -1.304
F 3.964 1.206 -5.136
F 4.492 0.731 7.896
F -8.899 -2.034 -2.062
F 1.269 3.769 -0.924
F 1.241 -1.635 5.473
F -0.087 -2.348 -9.668
O -6.068 -4.102 1.896
O -5.961 -1.628 1.880
N 0.200 -0.760 1.843
N 1.469 -0.800 -0.401
N -0.804 -1.972 -0.054
N 1.570 -0.320 -3.384
C -8.972 1.010 -4.033
C 2.228 4.166 1.193
C -1.399 -2.794 -7.760
C 1.506 0.613 -0.892
C -1.008 -1.179 2.708
C 4.107 -3.828 1.347
C 2.798 -1.399 -0.067
C 3.293 6.556 0.211
C -0.314 -0.527 -6.540
C -10.741 -0.734 -2.754
C -6.334 -2.932 1.262
C 2.389 -0.786 3.354
C -1.248 -1.312 -5.859
C 1.383 1.122 10.563
C -7.098 -2.945 -0.206
C -8.481 -0.101 -3.346
C -2.304 -0.153 2.492
C -10.346 1.252 -4.072
C 0.083 -0.882 -7.829
C 2.225 2.208 10.313
C 6.252 0.805 -4.727
C 5.255 2.951 -4.214
C 4.083 -5.473 1.132
C 1.591 -0.094 9.911
C 2.095 0.755 -2.450
C 2.231 -0.597 5.002
C -4.601 -1.220 1.399
C -1.789 -2.446 -6.467
C -9.370 -0.964 -2.716
C -0.465 -2.011 -8.428
C 7.486 1.270 -4.274
C 3.479 0.859 8.764
C -11.232 0.382 -3.431
C 1.237 0.096 2.523
C 3.282 2.073 9.413
C 0.352 -1.133 0.532
C 5.148 1.651 -4.695
C 2.004 4.552 -0.124
C 2.532 5.737 -0.623
C 7.602 2.572 -3.784
C 3.528 6.173 1.534
C 2.998 4.979 2.025
C 6.487 3.413 -3.750
C -3.700 -0.982 2.776
C 2.642 -0.225 9.003
H 2.282 -1.950 3.166
H 1.753 0.904 1.858
H -7.718 -1.954 -0.358
H 5.194 -5.861 1.169
H -6.318 -3.071 -1.070
H 3.704 7.488 -0.168
H 3.438 -0.363 3.015
H 2.199 1.301 -0.238
H 0.561 1.226 11.268
H -3.427 -2.072 3.165
H 5.015 -3.383 0.750
H 3.269 0.816 -2.435
H 6.142 -0.207 -5.103
H 4.126 6.809 2.183
H 1.801 3.239 1.561
H 3.186 4.681 3.054
H 3.495 -6.050 1.965
H -8.284 1.686 -4.536
H 2.062 -0.266 -4.322
H -1.335 -2.296 2.514
H 2.058 3.155 10.819
H 8.356 0.619 -4.303
H -11.415 -1.425 -2.258
H -2.648 -0.097 -0.778
H 4.174 -3.640 2.518
H 6.579 4.425 -3.364
H -12.301 0.575 -3.460
H 8.564 2.934 -3.427
H -2.353 0.254 1.391
H 3.627 -5.784 0.100
H -0.724 -1.104 3.865
H -4.725 -0.219 0.805
H 2.813 -1.161 8.481
H -0.831 -0.341 -2.241
H 2.346 6.014 -1.656
H 0.663 0.699 3.379
H 1.867 0.485 5.273
H 3.294 -0.858 5.470
H -2.214 0.798 3.196
H 3.445 -1.493 -1.052
H -2.512 -3.058 -5.934
H -1.816 -3.667 -8.251
H -7.849 -3.871 -0.234
H -10.729 2.120 -4.604
H -4.120 -2.054 0.696
H 0.404 1.067 -0.837
H -1.554 -1.038 -4.852
H 0.103 0.358 -6.065
H 0.813 -0.289 -8.370
H 4.380 3.592 -4.203
H 0.937 -0.939 10.110
H -4.366 -0.419 3.577
H -7.415 -0.299 -3.298
H 1.718 1.791 -2.894
H -0.300 -2.727 -0.593
H 1.755 -1.266 -2.984
H 3.451 -0.747 0.690
H 3.952 2.903 9.212